Entry 1:
{"formula": "C21H20ClN3O4S", "method": "the ωB97M-V functional and the def2-TZVPD basis", "elements": ["C", "C", "C", "C", "C", "C", "C", "H", "C", "N", "S", "O", "O", "C", "C", "C", "C", "C", "C", "H", "H", "Cl", "H", "H", "C", "H", "H", "C", "O", "N", "N", "C", "C", "C", "C", "C", "O", "H", "H", "H", "H", "H", "H", "H", "H", "H", "H", "H", "H", "H"], "coordinates": [[-5.64206, -2.35946, 0.31900], [-4.97541, -0.98101, 0.29134], [-5.67853, 0.19274, -0.25459], [-5.25326, 1.34762, -0.21647], [-4.03837, 1.42680, 0.21388], [-3.39118, 0.45228, 0.93046], [-3.96706, -0.86363, 1.01458], [-3.33712, -1.54293, 1.14039], [-2.03576, 0.80744, 1.39123], [-1.10306, 1.53457, 0.60435], [-0.93563, 1.14316, -0.89468], [-2.21835, 0.95098, -1.72088], [0.21544, 1.51620, -1.61092], [-0.26230, -0.64307, -0.59098], [1.02782, -0.95484, -0.40636], [1.41606, -2.26068, 0.07863], [0.63414, -3.45061, -0.11739], [-0.76254, -3.13328, -0.45294], [-1.05923, -1.68066, -0.83148], [-2.20769, -1.53051, -0.94958], [-1.44304, -3.92223, -0.72822], [1.03511, -4.79874, 0.27925], [2.50994, -2.29801, 0.27464], [1.64678, -0.04721, -0.03532], [0.03418, 2.30526, 1.00368], [0.88365, 1.39970, 1.44629], [-0.26681, 2.41969, 2.18157], [0.64810, 3.40332, 0.33775], [-0.08257, 4.19156, 0.16211], [1.97119, 3.07055, 0.12056], [2.66499, 2.12516, 0.26745], [3.77316, 1.84326, -0.34417], [4.64035, 0.76322, 0.09958], [4.40807, -0.44875, 0.93773], [5.52240, -1.22235, 0.81770], [6.37950, -0.36577, -0.09985], [5.80592, 0.56934, -0.75470], [7.27904, -0.83155, -0.29604], [5.74252, -2.02088, 1.35792], [3.48779, -0.31844, 1.72212], [4.30719, 2.51529, -0.75982], [2.15745, 3.86923, -0.37919], [-1.59462, -0.21790, 1.76604], [-2.15905, 1.20621, 2.44417], [-3.74158, 2.65527, 0.31404], [-5.71455, 2.14130, -0.61187], [-6.72693, -0.17672, -0.62596], [-5.03393, -3.17237, 0.95152], [-5.57175, -2.66391, -0.88068], [-6.88058, -2.29162, 0.54256]], "nbo_charge": [-0.641, -0.004, -0.146, -0.267, -0.111, -0.035, -0.237, 0.199, -0.251, -0.691, 2.311, -0.884, -0.909, -0.358, -0.194, -0.228, -0.222, -0.219, -0.178, 0.228, 0.215, 0.206, 0.218, 0.234, -0.335, 0.183, 0.252, 0.648, -0.485, -0.365, -0.191, -0.031, 0.164, -0.254, -0.329, 0.175, -0.365, 0.187, 0.217, 0.261, 0.163, 0.337, 0.199, 0.243, 0.198, 0.217, 0.195, 0.232, 0.216, 0.231], "lumo_energy_ev": -0.23, "orbital_gap_ev": 7.4, "e_above_lowest_ev": 21.864, "total_charge": 0, "total_energy_ha": -2135.12785, "homo_ev": -7.647}

---

Entry 2:
{"formula": "CH13O6", "method": "the ωB97M-V functional and the def2-TZVPD basis", "elements": ["C", "O", "H", "H", "H", "H", "H", "O", "H", "H", "O", "H", "H", "O", "H", "H", "O", "H", "H", "O"], "coordinates": [[0.47215, -0.63281, -1.45872], [0.51271, -0.20600, -0.13743], [-0.34212, -0.05219, -1.95825], [1.37689, -0.60748, -2.08233], [0.06096, -1.68027, -1.41786], [-1.09686, 2.20178, -1.25384], [-1.93579, 1.37023, -2.25700], [-2.00416, 2.09225, -1.62812], [-2.18206, 0.56888, 0.43807], [-1.05293, -0.41026, 0.64686], [-1.96839, -0.20917, 0.96904], [2.03255, 1.24085, 1.39745], [1.73841, -0.10468, 1.18314], [2.27006, 0.40913, 1.84371], [-0.50504, 2.15762, 0.48828], [0.53947, 1.24055, -0.31586], [0.27060, 2.25735, -0.09157], [0.90053, -3.61163, -0.26034], [0.92655, -2.97361, 1.07718], [0.52408, -3.72440, 0.62004]], "nbo_charge": [-0.233, -0.962, 0.116, 0.136, 0.136, 0.499, 0.460, -0.996, 0.459, 0.506, -1.002, 0.469, 0.501, -1.000, 0.460, 0.501, -1.047, 0.463, 0.479, -0.944], "lumo_energy_ev": 3.62, "orbital_gap_ev": 8.8, "e_above_lowest_ev": 0.796, "total_charge": -1, "total_energy_ha": -497.37756, "homo_ev": -5.178}